Here is a cluster of 5 separate species, C21H51IO14PS4 in total from the OMol25 dataset. Energies are from wB97M-V/def2-TZVPD.

Calculated values
- total charge = -1
- highest occupied orbital energy (eV) = -3.04
- molar mass (u) = 813.77
- frontier orbital gap (eV) = 4.5

```
92
Properties=species:S:1:pos:R:3:forces:R:3:mulliken_charge:R:1
C -2.601614 -1.623672 -6.583073 -1.0216 -0.5321 0.2533 -0.324
H 5.421079 4.427183 9.593536 0.0150 0.0206 -0.1226 0.384
H 1.468738 0.805484 -5.713320 -0.2000 -0.1088 0.0385 0.365
H -1.101341 -4.489513 1.535451 0.0969 1.3972 1.6850 0.238
H 3.815416 -0.781916 6.411503 -1.3189 -0.5838 -1.8021 0.292
H -8.832981 -2.267027 0.238211 0.0999 0.1443 0.0243 0.256
H 3.447157 5.958013 -9.740916 -0.1404 -0.1134 0.1534 0.369
H -0.586206 4.339091 -7.247790 0.1584 0.1049 -0.0587 0.305
H 0.453414 1.064385 -7.161761 0.0079 -0.0981 0.1030 0.297
H -0.350732 4.016678 -4.741449 0.0421 0.0589 -0.1122 0.385
H 6.010620 1.182466 3.909200 -0.0941 0.0727 0.2247 0.367
H 3.017118 7.061618 -8.401881 -0.0768 -0.1576 -0.0548 0.313
H -6.081628 -0.888749 0.283790 0.0337 -0.2026 0.0272 0.275
H -3.990123 0.022442 -6.782051 0.0191 -0.1741 0.0044 0.264
C 6.115759 2.191448 4.312969 0.0807 0.2047 -0.0146 -0.976
H 1.129472 -1.010011 6.727488 1.1635 -1.6580 -1.5108 0.271
H 5.590777 2.803944 8.909209 0.0128 0.1521 -0.0233 0.295
H -4.199010 -4.455185 1.595847 -0.0628 -0.0021 -0.1368 0.191
H 1.282787 -0.511160 -6.910815 -0.1300 0.1023 0.0982 0.367
H 0.440079 -2.892752 0.132915 -2.5290 0.4866 -0.3830 0.179
H -1.280133 -3.439845 -0.554419 1.1948 2.0545 1.0470 0.189
O 6.146864 1.312176 6.781147 -0.8551 0.7330 -0.5186 -0.609
H -0.594226 -1.328910 1.881895 -1.7417 -1.9613 -0.5675 0.195
H 7.172798 2.451638 4.393389 -0.1613 -0.0380 0.0558 0.334
H -4.693583 -1.450180 -6.067136 0.1228 0.0055 -0.0517 0.382
H 0.995397 5.183934 -4.746501 -0.1477 -0.0502 -0.0878 0.283
C 2.633770 6.328113 -9.113577 -0.1145 0.1543 0.0589 -0.962
C -1.280669 -2.214215 1.472106 0.9666 -0.8882 -0.7927 -0.151
H -7.130767 -1.086354 1.685830 0.2386 -0.3273 -0.0120 0.290
C 1.691146 -1.777069 6.006776 0.6158 1.2518 -0.1873 -0.699
C -3.799916 -0.821611 -6.111396 -0.0743 0.2455 0.2998 -0.971
C 5.179092 4.347550 7.446974 -0.3461 0.3393 0.9513 -0.316
H -2.844604 -2.099252 -7.539234 0.3619 0.1804 0.0385 0.268
O -1.303302 0.869134 -4.941821 0.4622 -0.9968 -0.2281 -0.600
H 2.686885 0.104261 5.184919 0.8578 -2.3559 0.7337 0.195
H 6.896289 3.968519 8.705866 -0.1600 0.0775 -0.0123 0.254
H 5.585863 2.905613 3.680141 0.0426 -0.0985 0.1563 0.315
H -2.420926 -1.935310 1.466909 2.1505 -0.3949 -0.1582 0.117
C -0.683653 -2.539251 -0.054323 0.6203 0.1544 0.5616 -0.310
C -6.859515 -1.524743 0.719547 -0.4750 0.8935 -0.2753 -0.291
O 3.954722 2.117955 5.800212 1.3587 0.2369 0.5445 -0.597
H 5.334227 5.428047 7.357955 0.0633 -0.2237 -0.3186 0.274
O -1.474981 -0.788777 -6.808807 1.1222 0.5744 0.4177 -0.321
C 3.064392 -0.975672 5.527452 -0.8180 1.0015 0.1290 -0.608
O -0.211239 -1.407041 -4.733429 -0.6870 1.0455 -0.5428 -0.615
S -5.498542 -3.582205 -0.178868 0.2879 -0.0139 0.4184 1.119
H -1.427398 -0.463287 -0.680753 1.6679 -1.2041 -0.6802 0.236
H -8.542922 -0.578801 -0.252030 0.0688 -0.0574 0.0876 0.389
H 3.578924 -1.444320 4.585631 -0.8854 0.6013 2.0732 0.044
H -0.875636 5.812224 -6.324986 0.2802 0.0947 -0.2863 0.269
H -3.627565 -0.408239 -5.113215 -0.0339 -0.0936 -0.1216 0.279
H 4.097482 4.175559 7.442742 0.1219 -0.1081 -0.1303 0.315
O -6.359352 -2.828226 0.980466 0.7051 -0.8782 -0.3303 -0.280
H 0.476370 -0.735403 -0.981685 -2.3384 -0.8683 -0.0018 0.298
H -2.357934 -2.424743 -5.877108 0.1226 0.1654 -0.0252 0.326
C 0.796686 -2.015759 4.660504 -0.8946 -0.3282 0.8739 0.959
O 1.235151 4.107633 -9.140171 0.6020 0.3399 0.9535 -0.638
S -0.619758 -0.265218 -5.525059 0.0327 -0.2052 -0.1307 1.312
H -1.742483 -3.746099 3.224227 1.6804 0.0869 -1.5927 0.270
C -4.853119 -4.887597 0.836602 -0.1018 0.0969 0.1797 -0.834
S 5.393596 2.212273 5.934648 -0.1580 -0.0886 -0.0989 1.237
C -0.106359 5.084662 -6.604866 -0.7353 -0.7019 0.8280 -0.335
O -6.415496 -4.160672 -1.137368 0.6820 0.6636 0.4005 -0.636
C 0.789122 0.332347 -6.424932 -0.0785 -0.0363 -0.1958 -1.033
H 1.156967 3.646978 -5.591254 -0.1153 0.0903 0.0416 0.146
O 0.414136 -3.544068 2.750798 -2.7744 -0.2782 0.6031 -0.127
O -4.401945 -2.726995 -0.583122 -1.2571 -0.5378 -0.0161 -0.503
H -4.286406 -5.565712 0.195413 -0.0888 0.2131 -0.0428 0.377
S 1.962817 4.951652 -8.215260 -0.2365 0.3198 0.3271 1.242
H 1.848489 6.761970 -9.735182 0.0789 -0.1088 0.1343 0.314
H 3.365528 -3.330812 3.355914 0.2488 -1.4268 1.3661 0.297
I 1.537592 -6.718673 3.135720 -0.0580 0.2046 -0.3957 -0.343
H -0.943076 -1.247050 6.102421 0.7013 -0.0359 -2.2408 0.413
O 0.897562 5.794367 -7.316040 1.0861 0.0266 -1.1437 -0.259
C 5.807224 3.862963 8.740161 0.0583 -0.3507 0.1755 -0.986
H -0.696560 -0.274956 4.425986 -0.1306 -1.6757 1.3241 0.151
P 2.009453 -4.723260 4.578380 -0.2766 1.9701 1.2535 0.128
H 1.303205 -1.440516 3.756504 -1.0081 -1.0504 1.7528 0.159
H -7.838315 -1.916207 -1.172289 -0.0259 0.0581 0.1327 0.286
O 5.791133 3.745377 6.315559 0.0619 -0.7769 -0.8205 -0.295
H -0.839624 -1.516499 -2.151902 0.6447 0.7201 2.4899 0.105
C -8.090942 -1.570726 -0.165427 -0.0968 -0.1443 -0.3559 -0.995
C -0.993168 -3.622368 2.329037 0.1959 1.3472 -1.0934 -0.531
O 2.994179 4.427949 -7.345674 -0.9248 0.0869 -0.8263 -0.595
C 0.523371 -3.573155 4.247554 2.5528 0.3887 -0.8519 -1.208
C 0.451990 4.447023 -5.346545 0.2196 -0.2233 0.0993 -0.833
C -0.601438 -1.219364 -1.019909 -0.4787 -0.5210 -0.4682 -0.790
H -5.686088 -5.421163 1.298086 0.0768 0.1214 -0.1040 0.347
C -0.686465 -1.322487 4.956787 -0.5069 -0.1231 -0.9527 -1.034
H 1.898654 -2.725850 6.655491 -0.3048 1.5575 -1.5074 0.397
H -1.581923 -1.940515 4.472186 2.0829 1.2302 0.9470 0.151
O 3.530171 -4.003513 4.095289 -1.5045 0.7265 -1.6829 -0.475
```
Forces are in eV/Å.


Here is a structure of composition C21H51LuN9S from the OMol25 dataset. Energies are from wB97M-V/def2-TZVPD.

Calculated values
- ΔE to the lowest compared entry with this formula, charge and spin (kcal per mole) = 6.74
- total charge = +3
- highest occupied orbital energy (eV) = -15.75
- molar mass (u) = 636.74
- frontier orbital gap (eV) = 8.4

```
83
Properties=species:S:1:pos:R:3:forces:R:3:mulliken_charge:R:1
H 2.877980 -0.482107 0.987076 0.0150 -0.0177 0.0322 0.665
C 1.596853 -2.577678 -0.833343 0.0313 0.0511 0.0857 -0.883
H -2.644039 0.312489 -5.119590 -0.0142 -0.0660 -0.0715 0.614
C -1.019957 -1.056395 5.142107 0.0948 0.1127 0.0217 -1.082
N 1.864080 1.139355 -1.817706 -0.1261 -0.1163 0.2325 -0.306
C -1.541269 2.578512 0.294071 -0.0661 -0.0802 0.0978 -0.786
H -2.496635 2.846344 -2.111083 -0.0208 -0.0003 0.0238 0.362
C -1.426895 1.853212 -4.277062 0.0827 0.1589 -0.0109 -0.972
N 1.358922 -1.209607 -0.295813 -0.1765 0.2104 0.0090 -0.081
C 2.632555 -0.452351 -0.074238 -0.0086 -0.1841 0.0509 -0.864
H -1.465441 4.097301 -2.757895 -0.0112 0.0411 -0.0178 0.525
H 0.869719 -1.605519 -3.960216 -0.0134 0.0148 -0.0439 0.370
H 0.974589 -1.307734 0.648199 0.0359 -0.0284 0.0575 0.033
H 1.899348 1.528026 0.233947 0.0064 0.0252 0.0239 0.314
C -1.455691 3.166124 -2.190672 0.0304 -0.0083 -0.0699 -0.686
H -3.622467 -2.479230 -0.822221 -0.0184 -0.0320 -0.0136 0.453
H 2.956372 -1.053171 -4.205831 0.0522 -0.0095 -0.0204 0.564
H 2.631800 -2.859219 -0.646689 0.0276 -0.0214 0.0021 0.542
C 1.263304 -2.719843 -2.330478 -0.0292 0.0549 0.0704 -0.785
C 0.189760 0.401673 6.700619 0.0596 -0.0876 -0.1536 -1.167
N 2.301482 0.393272 4.745889 0.0853 0.1144 0.0532 0.122
H -3.011038 0.715308 1.434035 -0.0274 0.0695 0.0095 0.731
H -0.955085 -2.418150 -0.135576 0.0400 -0.0008 0.0086 0.068
H -1.859689 -0.414847 4.869671 -0.0212 0.0142 -0.0203 0.312
H -1.512693 -1.206780 1.537730 0.0269 -0.0244 0.0599 0.179
N -1.656471 -1.779723 -0.491994 0.0857 0.2316 -0.0938 -0.161
N 0.183981 -0.261940 5.385269 -0.0812 -0.0895 0.1065 0.000
S 0.564862 -0.076923 2.743442 0.1159 0.0416 0.0880 -0.182
H -2.618547 2.746190 0.250525 -0.0079 0.0228 -0.0036 0.500
H -1.210188 2.918514 1.275542 0.0012 0.0289 0.0091 0.417
C 3.002079 -0.113180 5.938421 -0.1248 0.0549 -0.1197 -1.148
C -2.627851 -2.655394 -1.232954 0.0151 -0.0261 0.1586 -0.805
H -0.766829 2.046067 -5.120654 0.0180 0.0279 -0.0267 0.389
H -2.382371 -3.693379 -1.012498 -0.0026 -0.0454 -0.0182 0.431
C -0.874562 3.393537 -0.797607 0.0698 -0.0105 -0.0454 -0.889
H -3.780353 -1.198481 -4.116770 -0.0053 -0.0076 -0.0389 0.438
H -0.844656 -1.784126 4.357797 0.0281 -0.0091 -0.0204 0.364
C -2.239015 -1.130036 0.727494 0.0566 -0.0093 -0.0413 -0.679
H 0.460615 -0.283065 7.502368 0.0352 -0.0333 -0.0052 0.363
H 2.457148 -0.940046 6.377877 -0.0928 -0.0324 0.0213 0.399
H -1.086464 -0.264619 -4.551671 -0.0012 -0.0427 -0.0074 0.156
N -0.721254 2.135221 -2.991049 -0.0281 -0.2231 0.1834 -0.374
N -2.488450 0.059000 -3.003678 0.1629 -0.2540 -0.0876 -0.221
H -1.005670 4.444349 -0.536607 -0.0056 0.0082 -0.0047 0.503
H 3.702230 0.962975 -2.876696 0.0496 0.0174 -0.0438 0.446
C -3.374820 -1.141765 -3.107017 -0.0135 0.1381 0.0189 -1.063
H 3.740124 1.858690 4.431824 0.0056 0.0012 0.0157 0.412
H -1.266348 -1.580497 6.063609 0.0005 -0.0014 0.0053 0.394
H -0.683729 0.888541 1.009896 0.0284 0.0119 0.0438 -0.632
H 3.159032 0.664679 6.683865 -0.0407 0.0388 0.0054 0.367
H -0.818850 0.768379 6.885890 -0.0194 -0.0030 0.0061 0.420
H 1.778939 2.141823 -1.948814 -0.0702 0.0277 0.0030 0.362
H 0.999602 -3.296405 -0.271622 0.0070 -0.0259 0.0127 0.504
H 3.266763 -1.361761 -2.526321 -0.0047 -0.0109 0.0164 0.250
C 3.166635 1.144072 3.843104 -0.0326 -0.1064 0.0300 -1.017
C -1.909698 0.421845 -4.321707 0.0020 -0.0076 0.0917 -0.433
H -1.662247 -2.458785 -3.164761 -0.0306 -0.0107 -0.0290 -0.119
H -3.141258 -1.646895 1.051724 -0.0104 -0.0966 -0.0276 0.462
H 3.975884 -0.481143 5.615866 0.0009 0.0106 -0.0086 0.395
C 2.595436 -0.838577 -3.200398 -0.0336 -0.0964 -0.0204 -0.850
H 1.997443 -3.380629 -2.791180 -0.0142 -0.0519 -0.0970 0.483
H 0.288135 -3.189373 -2.462815 -0.0215 0.0000 -0.0014 0.303
H -3.266800 0.484112 -0.294782 -0.0285 0.0282 -0.0232 0.370
H 0.157572 2.574021 -3.241136 0.0686 -0.0216 0.0133 0.337
C 2.518111 0.990650 -0.490320 -0.0275 0.0187 -0.0756 -1.004
C 1.056093 0.030658 4.416352 -0.0950 -0.0467 -0.1637 0.004
H -4.222212 -0.982827 -2.438289 -0.0203 -0.0276 -0.0088 0.444
H 2.267626 1.175117 -3.861044 -0.0326 0.0076 -0.0244 0.443
C -2.672498 -2.431044 -2.731196 0.0908 0.0451 -0.0184 -0.329
C 2.657323 0.662267 -2.979300 -0.0440 0.0900 0.0340 -0.812
H 2.573015 1.681099 3.112017 -0.0239 0.0122 -0.0085 0.290
H 0.210447 3.233359 -0.796571 -0.0143 0.0222 0.0086 0.062
H 3.868797 0.476854 3.336883 -0.0070 -0.0080 -0.0206 0.317
H 3.512062 1.444054 -0.483103 0.0077 0.0675 -0.0181 0.518
H 0.862759 1.250592 6.696689 0.0917 0.0333 -0.0290 0.403
H -3.096538 0.833078 -2.750544 0.0280 0.0409 0.1029 0.192
N -1.304783 1.099867 0.215604 0.0082 -0.1293 -0.0291 0.510
C -2.554079 0.334186 0.519322 0.1233 0.0140 0.0224 -0.766
H -2.272381 2.534727 -4.380511 -0.0226 0.0163 -0.0073 0.431
H -3.201709 -3.269376 -3.186347 -0.0258 -0.0013 0.0186 0.523
Lu -0.341839 0.007023 -1.662102 0.0769 0.1299 -0.3315 2.563
N 1.224249 -1.406140 -3.028948 -0.2715 0.0499 0.0721 -0.345
H 3.439644 -0.948403 -0.605302 0.0213 0.0007 -0.0054 0.420
```
Forces are in eV/Å.